P | One molecule with the formula C18H19N3O4. Source: OMol25; level of theory: ωB97M-V/def2-TZVPD.

Results
LUMO energy = 0.5230 eV
Structure (SMILES) = O=C(NCC(=O)N1CCN(C(=O)c2ccco2)CC1)c1ccccc1
Frontier orbital gap = 9.7 eV

Each line ends with the natural charge from an NBO analysis.
Positions of all 44 atoms, in Å:
O 3.031 2.169 2.483  -0.625
C 3.097 0.953 2.522  0.646
N 2.155 0.164 1.945  -0.613
H 2.345 -0.811 1.751  0.425
C 1.131 0.733 1.108  -0.323
C 0.878 -0.205 -0.062  0.683
O 1.434 -1.288 -0.130  -0.645
N 0.005 0.226 -0.994  -0.431
C -0.725 1.476 -0.909  -0.222
H -1.393 1.463 -0.039  0.199
C -1.553 1.679 -2.173  -0.237
N -2.446 0.558 -2.379  -0.430
C -3.766 0.818 -2.575  0.641
O -4.181 1.966 -2.650  -0.624
C -4.711 -0.298 -2.711  0.134
C -6.055 -0.176 -2.972  -0.217
C -6.577 -1.485 -3.003  -0.319
C -5.521 -2.311 -2.757  0.114
O -4.394 -1.610 -2.579  -0.397
H -5.447 -3.378 -2.685  0.206
H -7.592 -1.773 -3.182  0.234
H -6.578 0.745 -3.120  0.247
C -1.858 -0.759 -2.228  -0.218
H -2.097 -1.382 -3.095  0.218
C -0.344 -0.645 -2.099  -0.236
H 0.091 -1.624 -1.888  0.260
H 0.093 -0.267 -3.030  0.196
H -2.261 -1.251 -1.333  0.202
H -0.898 1.807 -3.042  0.195
H -2.177 2.571 -2.080  0.267
H -0.032 2.316 -0.796  0.213
H 0.200 0.866 1.677  0.214
H 1.465 1.721 0.773  0.247
C 4.192 0.227 3.224  -0.071
C 4.037 -1.054 3.745  -0.220
C 5.090 -1.667 4.398  -0.201
C 6.305 -1.014 4.534  -0.200
C 6.462 0.265 4.027  -0.211
C 5.409 0.885 3.381  -0.190
H 5.506 1.886 2.988  0.235
H 7.405 0.780 4.139  0.215
H 7.125 -1.500 5.042  0.214
H 4.964 -2.660 4.806  0.213
H 3.089 -1.566 3.665  0.215

Q | One molecule with the formula C18H19N3O4. Source: OMol25; level of theory: ωB97M-V/def2-TZVPD.

Results
LUMO energy = 0.4296 eV
Structure (SMILES) = COc1ccc(/C=C/C(=O)NCC(=O)N/N=C(/C)c2ccco2)cc1
Frontier orbital gap = 8.6 eV

Each line ends with the natural charge from an NBO analysis.
Positions of all 44 atoms, in Å:
C 0.381 6.181 -7.407  -0.255
H -0.267 6.800 -6.778  0.177
O 0.142 4.809 -7.200  -0.507
C 0.353 4.289 -5.963  0.399
C 0.795 5.007 -4.855  -0.339
C 0.972 4.365 -3.646  -0.138
C 0.722 3.000 -3.493  -0.141
C 0.277 2.292 -4.616  -0.146
C 0.097 2.921 -5.824  -0.282
H -0.246 2.378 -6.691  0.224
H 0.070 1.236 -4.539  0.210
C 0.930 2.387 -2.200  -0.092
C 0.763 1.101 -1.867  -0.315
C 1.023 0.651 -0.490  0.640
O 1.403 1.382 0.410  -0.643
N 0.848 -0.686 -0.299  -0.604
H 0.339 -1.239 -0.976  0.417
C 0.895 -1.259 1.019  -0.329
C -0.271 -2.231 1.193  0.667
O -0.974 -2.571 0.274  -0.583
N -0.406 -2.657 2.481  -0.458
N -1.317 -3.596 2.808  -0.204
C -1.524 -3.966 4.010  0.189
C -0.903 -3.433 5.218  0.190
C -0.371 -2.205 5.546  -0.285
C 0.024 -2.288 6.899  -0.315
C -0.289 -3.551 7.301  0.111
O -0.852 -4.242 6.305  -0.386
H -0.163 -4.054 8.239  0.209
H 0.476 -1.514 7.484  0.235
H -0.318 -1.327 4.933  0.229
C -2.499 -5.084 4.208  -0.634
H -2.891 -5.388 3.243  0.241
H -2.004 -5.927 4.688  0.226
H -3.315 -4.762 4.852  0.220
H 0.241 -2.308 3.187  0.379
H 0.854 -0.439 1.745  0.247
H 1.835 -1.808 1.169  0.213
H 0.436 0.351 -2.571  0.196
H 1.264 3.050 -1.410  0.226
H 1.316 4.935 -2.794  0.213
H 1.002 6.064 -4.925  0.220
H 1.427 6.440 -7.218  0.177
H 0.148 6.365 -8.454  0.202

Least stable of them? Q.

P | A 2-piece molecular cluster, C3H4 overall. Source: OMol25; level of theory: ωB97M-V/def2-TZVPD.

Results
LUMO energy (alpha / beta) = 0.0844 / 1.0354 eV
Frontier orbital gap (alpha / beta) = 7.2 / 10.5 eV

Each line ends with the natural charge from an NBO analysis.
Positions of all 7 atoms, in Å:
C 0.754 0.532 0.172  -0.154
C 0.808 -0.769 0.040  -0.166
C -0.463 -0.112 -0.330  -0.209
H 1.299 1.427 0.361  0.229
H 1.300 -1.644 0.183  0.219
H -2.664 0.541 0.777  -0.118
H -1.034 0.024 -1.203  0.199

Q | One molecule with the formula C3H4. Source: OMol25; level of theory: ωB97M-V/def2-TZVPD.

Results
LUMO energy = 1.0402 eV
Structure (SMILES) = C#CC
Frontier orbital gap = 10.9 eV

Each line ends with the natural charge from an NBO analysis.
Positions of all 7 atoms, in Å:
C 1.032 0.001 0.041  -0.654
C -1.868 0.018 0.068  -0.277
C -0.590 0.016 0.036  0.000
H 1.400 -0.992 0.212  0.236
H -2.823 -0.146 -0.216  0.221
H 1.345 0.549 -0.961  0.242
H 1.505 0.554 0.820  0.232

Least stable of them? P.

P | A 2-piece molecular cluster, CH3NS overall. Source: OMol25; level of theory: ωB97M-V/def2-TZVPD.

Results
LUMO energy = -0.4401 eV
Frontier orbital gap = 9.5 eV

Each line ends with the natural charge from an NBO analysis.
Positions of all 6 atoms, in Å:
C -0.332 -1.659 -0.456  -0.172
N -0.179 1.056 0.663  -1.048
S 0.169 -1.753 -1.920  0.162
H -0.029 0.324 1.346  0.359
H -0.326 0.500 -0.205  0.348
H 0.697 1.533 0.572  0.351

Q | A 2-piece molecular cluster, CH3NS overall. Source: OMol25; level of theory: ωB97M-V/def2-TZVPD.

Results
LUMO energy = -0.2377 eV
Frontier orbital gap = 9.7 eV

Each line ends with the natural charge from an NBO analysis.
Positions of all 6 atoms, in Å:
C -2.071 -0.895 0.006  -0.173
N 1.477 0.296 0.113  -1.066
S -2.986 0.319 -0.054  0.169
H 0.579 0.690 0.367  0.354
H 1.504 0.242 -0.898  0.356
H 1.497 -0.654 0.466  0.360

Least stable of them? P.

P | One molecule with the formula C2HBrF2S. Source: OMol25; level of theory: ωB97M-V/def2-TZVPD.

Results
LUMO energy (alpha / beta) = -2.2179 / -2.2207 eV
Frontier orbital gap (alpha / beta) = 7.2 / 7.2 eV

Each line ends with the natural charge from an NBO analysis.
Positions of all 7 atoms, in Å:
C 0.452 -0.554 0.021  -0.222
C -0.351 -1.477 -0.829  0.470
F -0.853 -0.843 -1.909  -0.330
F 0.319 -2.547 -1.284  -0.327
S -1.649 -1.925 0.393  -0.088
Br 1.904 -1.091 0.981  0.248
H 0.048 0.425 0.212  0.248

Q | One molecule with the formula C2HBrF2S. Source: OMol25; level of theory: ωB97M-V/def2-TZVPD.

Results
LUMO energy = -1.5087 eV
Structure (SMILES) = FC(F)=CSBr
Frontier orbital gap = 8.1 eV

Each line ends with the natural charge from an NBO analysis.
Positions of all 7 atoms, in Å:
C 0.550 0.451 0.193  -0.482
C 0.386 -0.715 -0.543  0.780
F -0.356 -1.780 -0.341  -0.274
F 0.976 -0.846 -1.808  -0.325
S -0.453 0.757 1.818  0.158
Br -2.465 1.083 0.618  -0.087
H 1.362 1.051 0.062  0.230

Least stable of them? P.